Entry 1:
This record from OMol25 describes the ion C6H8N with charge +1 in a non-equilibrium geometry. The level of theory is ωB97M-V/def2-TZVPD.

Structure (XYZ):
```
15
Properties=species:S:1:pos:R:3:forces:R:3:lowdin_charge:R:1
C -1.749 0.668 -2.462 0.74 -0.06 1.73 -0.0119
C -0.450 0.841 -1.712 -0.39 2.28 -0.01 -0.1224
N -0.047 0.034 -0.878 3.20 -4.26 5.39 0.1406
C 0.685 -0.515 0.076 1.28 -1.37 -1.63 0.0351
C 1.874 -1.656 0.800 -4.36 3.79 -1.82 0.3354
C 1.033 -0.754 1.428 1.18 -1.24 -0.65 -0.2547
C 0.568 -0.133 2.691 0.95 1.14 0.52 -0.0145
H -2.417 1.499 -2.223 0.39 0.42 -0.67 0.0939
H -2.329 -0.201 -2.054 1.01 0.26 -1.06 0.1118
H -1.284 0.672 -3.444 -1.35 -0.30 -0.83 0.0957
H 0.231 1.735 -1.753 -0.99 -0.50 -0.88 0.1704
H 2.546 -2.487 0.494 -0.57 0.93 0.54 0.1248
H 1.324 0.523 3.204 -0.27 -0.70 -0.81 0.1211
H 0.212 -0.769 3.485 -0.23 -0.60 -0.15 0.0924
H -0.196 0.544 2.349 -0.59 0.21 0.34 0.0822
```
Forces are in eV/Å.

The total charge is +1. The energy above the lowest of the compared OMol25 structures with the same formula, charge and spin comes out at 5.878 eV. The value obtained for the HOMO-LUMO gap is 9.93 eV. The HOMO energy is -14.50 eV. The SMILES is CC=[N+]=c1cc1C.


Entry 2:
This record from OMol25 describes a structure of composition CH7FN3P in a non-equilibrium geometry. The level of theory is ωB97M-V/def2-TZVPD.

Structure (XYZ):
```
13
Properties=species:S:1:pos:R:3:forces:R:3:lowdin_charge:R:1
C -0.990 -1.790 0.970 -3.42 -0.15 1.79 -0.1935
N 2.136 1.835 -0.752 -0.54 -1.28 2.00 -0.1327
N 0.969 1.012 -0.600 0.29 -2.62 0.47 -0.3003
N -1.198 -0.772 -0.015 2.23 0.68 -2.46 -0.3702
F -1.947 1.189 -1.226 1.21 -0.05 1.13 -0.3530
P -1.174 0.868 0.193 1.20 1.18 -0.68 0.8886
H -1.776 -1.341 1.647 0.84 -1.47 0.58 0.0750
H -1.421 -2.770 0.647 0.45 0.84 -0.02 0.0880
H -0.111 -1.996 1.578 0.68 0.67 -0.66 0.0678
H 2.731 1.949 0.108 -1.19 0.57 -1.49 0.0810
H 1.420 0.093 -0.208 -1.63 1.95 -0.76 0.0441
H 2.041 2.551 -1.437 0.01 0.55 0.11 0.0404
H -0.680 -0.829 -0.904 -0.14 -0.88 -0.02 0.0648
```
Forces are in eV/Å.

The energy above the lowest of the compared OMol25 structures with the same formula, charge and spin comes out at 3.613 eV. The value obtained for the HOMO-LUMO gap (alpha / beta) is 7.86 / 7.86 eV. The HOMO energy (alpha / beta) is -7.24 / -7.24 eV.


Entry 3:
This record from OMol25 describes a cluster of 3 separate species, C5H10O in total. The level of theory is ωB97M-V/def2-TZVPD.

Structure (XYZ):
```
16
Properties=species:S:1:pos:R:3:forces:R:3:lowdin_charge:R:1
C -1.249 -0.950 0.823 -0.18 0.02 -0.12 -0.0694
C -1.905 -0.226 -0.075 -0.06 -0.13 0.18 -0.1057
H -0.599 -1.762 0.522 -0.16 0.13 0.08 0.0193
H -1.304 -0.750 1.889 -0.18 -0.05 -0.10 0.0615
H -1.773 -0.380 -1.144 -0.12 -0.09 0.16 0.0669
H -2.579 0.573 0.222 0.06 -0.14 -0.03 0.0501
C 2.151 -0.247 -0.171 0.00 -0.18 -0.07 -0.0765
C 1.508 -1.365 -0.483 0.21 0.08 0.06 -0.1103
H 2.583 -0.095 0.815 0.06 -0.12 -0.13 0.0559
H 2.221 0.580 -0.866 0.05 -0.16 0.11 0.0359
H 1.416 -2.187 0.223 0.11 0.10 -0.12 0.0463
H 1.011 -1.491 -1.443 0.19 0.00 0.08 0.0602
C -0.362 2.072 -0.071 0.17 0.15 -0.24 -0.1769
O 0.496 2.017 -0.913 -0.38 0.29 0.29 -0.0232
H -0.192 1.802 0.989 0.13 0.06 -0.16 0.0874
H -1.387 2.410 -0.316 0.10 0.03 0.02 0.0785
```
Forces are in eV/Å.

The energy above the lowest of the compared OMol25 structures with the same formula, charge and spin comes out at 3.153 eV. The value obtained for the HOMO-LUMO gap is 10.43 eV. The HOMO energy is -9.61 eV. The SMILES is C=C.C=C.C=O.


Entry 4:
This record from OMol25 describes the molecule C5H12N2O. The level of theory is ωB97M-V/def2-TZVPD.

Structure (XYZ):
```
20
Properties=species:S:1:pos:R:3:forces:R:3:lowdin_charge:R:1
C 1.173 0.109 -0.285 0.08 -0.18 0.43 -0.5834
C 1.896 1.411 -0.002 -0.06 -0.08 0.00 -0.0279
C -2.330 -1.178 -0.602 0.02 0.04 0.05 -0.0383
C -0.918 0.732 1.242 0.01 -0.04 -0.01 -0.0006
C -0.293 0.030 0.090 -0.18 -0.08 -0.25 -0.2260
N 1.403 -0.592 -1.397 -0.01 -0.04 0.09 0.0006
O 1.420 -0.766 1.166 -0.13 0.24 -0.53 -0.1407
N -0.964 -0.709 -0.730 0.24 0.07 0.18 0.0331
H 1.603 -1.628 0.768 0.01 0.07 -0.01 0.0455
H -0.277 -1.036 -1.475 -0.07 0.06 0.09 0.1240
H 2.307 -0.396 -1.805 -0.03 0.04 0.06 0.0295
H 1.697 1.799 0.996 -0.01 -0.03 -0.02 0.0678
H 2.969 1.230 -0.077 -0.04 -0.01 -0.01 0.0844
H 1.615 2.161 -0.744 0.01 -0.04 0.02 0.0847
H -2.660 -1.559 -1.566 0.02 0.03 0.05 0.0888
H -2.397 -1.984 0.134 0.02 0.05 -0.05 0.0968
H -2.996 -0.369 -0.299 0.05 -0.02 -0.01 0.0862
H -0.159 1.050 1.948 0.01 -0.01 -0.03 0.0802
H -1.463 1.609 0.877 0.03 -0.05 -0.01 0.1051
H -1.626 0.087 1.763 0.02 0.00 -0.04 0.0900
```
Forces are in eV/Å.

The energy above the lowest of the compared OMol25 structures with the same formula, charge and spin comes out at 2.999 eV. The value obtained for the HOMO-LUMO gap is 8.39 eV. The HOMO energy is -7.69 eV.


Entry 5:
This record from OMol25 describes a cluster of 2 separate species, C4H7NO3 in total in a non-equilibrium geometry. The level of theory is ωB97M-V/def2-TZVPD.

Structure (XYZ):
```
15
Properties=species:S:1:pos:R:3:forces:R:3:lowdin_charge:R:1
C -0.508 0.020 0.912 0.44 -0.86 0.13 -0.2909
C -0.777 0.271 -0.489 3.52 1.06 -1.44 -0.0894
C -1.269 -1.012 1.696 -0.02 0.21 0.01 -0.0255
C 0.936 1.021 -1.507 -4.05 -0.47 1.38 0.0580
N 1.892 0.047 -1.166 0.63 -0.24 0.12 -0.4867
O 2.454 0.156 -0.087 0.18 0.05 0.29 0.0368
O 2.080 -0.866 -1.944 0.03 -0.44 -0.27 0.0553
O -1.236 1.150 0.413 -0.83 0.99 0.15 0.0258
H 0.488 0.262 1.275 -0.09 0.04 -0.12 0.1330
H -1.377 -0.222 -1.228 -0.31 -0.13 -0.18 0.1304
H -2.336 -0.933 1.488 0.00 -0.07 -0.04 0.0884
H -1.109 -0.866 2.763 -0.05 -0.03 0.02 0.0809
H -0.922 -2.010 1.429 0.01 -0.03 0.02 0.0874
H 0.630 1.007 -2.540 0.30 -0.03 -0.11 0.0933
H 1.053 1.975 -1.016 0.23 -0.05 0.04 0.1032
```
Forces are in eV/Å.

The energy above the lowest of the compared OMol25 structures with the same formula, charge and spin comes out at 7.066 eV. The value obtained for the HOMO-LUMO gap is 9.83 eV. The HOMO energy is -9.89 eV.


Entry 6:
This record from OMol25 describes a structure of composition C35H42GeN6OSc in a non-equilibrium geometry. The level of theory is ωB97M-V/def2-TZVPD.

Structure (XYZ):
```
86
Properties=species:S:1:pos:R:3:forces:R:3:lowdin_charge:R:1
Sc -0.182 1.499 0.131 -0.09 -1.02 0.26 0.8515
C -3.111 2.426 -0.670 0.35 -0.01 0.18 -0.1621
C -2.482 2.138 -2.020 0.36 -0.09 0.08 -0.1674
N -1.399 1.149 -1.863 0.29 0.57 -0.14 -0.1082
C -0.474 1.091 -3.004 -0.08 0.26 0.35 -0.1158
C 0.443 2.285 -2.947 -0.07 -0.09 0.14 -0.2306
C 0.970 2.880 -4.074 -0.06 -0.13 -0.22 0.0078
C 1.771 3.997 -3.916 0.15 0.16 -0.29 -0.0199
C 1.992 4.504 -2.651 0.13 0.23 -0.01 -0.0039
C 1.432 3.854 -1.569 -0.03 -0.06 0.10 -0.2415
C 1.636 4.367 -0.164 -0.24 -0.20 -0.03 -0.1233
N 0.737 3.725 0.801 -0.33 0.28 -0.19 -0.1141
C -0.479 4.508 1.153 0.22 -0.30 -0.21 -0.1783
C -1.643 4.242 0.215 0.08 -0.60 -0.05 -0.1710
N -2.074 2.816 0.324 -0.16 0.50 -0.30 -0.1115
N 0.697 2.752 -1.713 -0.02 -0.17 -0.05 0.0980
H -3.588 1.521 -0.297 -0.01 -0.06 0.05 0.1268
H -3.872 3.198 -0.770 -0.13 0.13 0.00 0.1266
H -2.065 3.050 -2.456 0.02 -0.01 0.02 0.1202
H -3.249 1.778 -2.700 -0.17 -0.08 -0.21 0.1278
H -1.798 0.225 -1.751 -0.10 -0.15 0.12 0.0398
H -0.983 1.041 -3.964 -0.14 0.02 -0.20 0.1380
H 0.110 0.179 -2.908 0.08 -0.14 0.03 0.1081
H 0.744 2.478 -5.056 0.04 0.07 0.13 0.1296
H 2.204 4.485 -4.782 -0.05 -0.04 0.08 0.1244
H 2.583 5.399 -2.499 -0.02 -0.04 -0.03 0.1273
H 1.523 5.450 -0.159 -0.01 0.18 0.00 0.1300
H 2.660 4.160 0.129 0.22 -0.05 0.05 0.1390
H 1.250 3.559 1.648 0.12 -0.05 0.32 0.0906
H -0.268 5.574 1.172 0.08 0.20 -0.01 0.1233
H -0.768 4.213 2.156 -0.03 -0.05 0.22 0.1119
H -1.344 4.434 -0.816 -0.02 -0.03 -0.06 0.1159
H -2.459 4.920 0.448 -0.20 0.12 0.06 0.1297
H -2.460 2.672 1.248 -0.03 -0.02 0.18 0.1222
C -0.354 -0.520 0.549 -0.09 1.15 -0.03 -0.4135
Ge -0.293 -2.106 -0.482 0.14 0.24 -0.16 0.8118
C -1.460 -1.983 -2.076 -0.33 -0.05 -0.29 -0.2790
C -1.130 -2.358 -3.386 -0.17 0.01 0.07 -0.1052
C -2.054 -2.254 -4.428 0.06 0.01 0.16 -0.0802
C -3.337 -1.781 -4.180 0.02 0.06 0.16 -0.0878
C -3.701 -1.429 -2.880 0.18 -0.07 0.01 -0.0854
C -2.773 -1.532 -1.843 -0.04 -0.32 -0.41 -0.1495
C 1.541 -2.474 -1.080 0.40 0.00 -0.30 -0.2678
C 2.065 -2.035 -2.306 0.23 -0.06 0.23 -0.1247
C 3.419 -2.185 -2.618 -0.20 -0.04 0.13 -0.0937
C 4.278 -2.778 -1.700 -0.14 -0.02 0.09 -0.0982
C 3.779 -3.220 -0.475 -0.11 0.06 -0.08 -0.0886
C 2.426 -3.070 -0.173 0.12 0.00 -0.22 -0.1087
C -0.932 -3.717 0.387 -0.13 -0.47 0.15 -0.2855
C -1.471 -3.707 1.674 0.01 -0.16 -0.04 -0.1142
C -1.968 -4.875 2.252 0.07 0.03 -0.12 -0.0957
C -1.929 -6.071 1.543 0.07 0.08 -0.10 -0.0933
C -1.397 -6.097 0.253 0.01 0.19 0.07 -0.0841
C -0.904 -4.927 -0.320 -0.09 -0.08 0.25 -0.1015
H -0.358 -0.797 1.615 0.14 0.04 -0.08 -0.1217
H -0.142 -2.753 -3.604 -0.16 0.00 0.03 0.0890
H -1.774 -2.556 -5.432 -0.01 0.03 0.10 0.1049
H -4.054 -1.702 -4.990 0.03 -0.02 0.06 0.1026
H -4.712 -1.095 -2.673 0.04 -0.01 -0.01 0.1033
H -3.067 -1.264 -0.831 0.01 -0.03 0.01 0.1024
H 1.415 -1.566 -3.041 0.11 -0.03 0.08 0.0637
H 3.799 -1.853 -3.580 -0.06 -0.02 0.11 0.0992
H 5.329 -2.905 -1.939 -0.08 0.01 0.03 0.1000
H 4.446 -3.687 0.243 -0.07 0.04 -0.07 0.1006
H 2.053 -3.429 0.784 0.03 0.03 -0.09 0.0993
H -1.513 -2.773 2.232 -0.01 -0.08 -0.09 0.0790
H -2.388 -4.852 3.252 0.03 -0.01 -0.07 0.0976
H -2.310 -6.981 1.992 0.03 0.08 -0.05 0.1011
H -1.369 -7.028 -0.303 0.00 0.07 0.05 0.1018
H -0.494 -4.961 -1.331 -0.06 0.02 0.18 0.1037
N 0.057 1.627 2.504 -0.17 0.39 -0.02 0.1311
C 0.440 1.294 3.545 0.37 -0.93 0.57 -0.1947
N 0.863 0.726 4.655 -0.22 0.40 -0.29 -0.0627
C 0.585 -0.709 4.929 -0.10 0.42 -0.16 -0.0806
C 1.894 -1.391 5.225 0.32 0.21 0.20 -0.1715
O 2.579 -0.719 6.280 -0.06 0.04 -0.13 -0.1147
C 2.914 0.619 5.941 -0.01 -0.41 -0.01 -0.1852
C 1.672 1.431 5.672 -0.37 -0.14 -0.30 -0.0987
H 0.095 -1.152 4.065 -0.01 0.04 -0.08 0.1236
H -0.076 -0.774 5.792 -0.09 0.05 0.08 0.1358
H 2.513 -1.411 4.324 0.10 -0.01 -0.07 0.1334
H 1.713 -2.410 5.552 0.05 -0.08 0.09 0.1356
H 3.564 0.635 5.061 0.09 -0.04 -0.10 0.1303
H 3.452 1.042 6.784 0.09 -0.04 0.11 0.1330
H 1.927 2.422 5.308 -0.01 0.10 -0.07 0.1296
H 1.084 1.529 6.583 -0.11 0.01 0.08 0.1330
```
Forces are in eV/Å.

The total charge is +1. The energy above the lowest of the compared OMol25 structures with the same formula, charge and spin comes out at 1.014 eV. The value obtained for the HOMO-LUMO gap is 5.70 eV. The HOMO energy is -8.28 eV.